Entry from the OMol25 dataset: a structure of composition C48H47FLaN7O13PS (ωB97M-V with the def2-TZVPD basis set).

Geometry as XYZ:
```
119
Properties=species:S:1:pos:R:3:forces:R:3
La 0.492027 -0.466772 -0.436500 -2.218 -2.732 1.689
C -2.515484 2.335577 0.667680 0.021 0.018 -0.063
C -2.161070 2.171201 -0.767805 -0.003 -0.011 0.050
N -1.314819 1.285108 -1.236416 -0.171 0.306 -0.086
C -1.279535 1.444020 -2.595582 -0.139 0.087 -0.094
C -2.130167 2.454983 -2.956176 0.106 -0.106 0.063
N -2.677934 2.904531 -1.781154 0.044 -0.040 -0.127
C -2.530647 3.069355 -4.237365 -0.089 0.055 -0.119
O -2.006837 2.549452 -5.316509 -0.245 0.355 -0.099
O -3.318354 3.996816 -4.241061 -0.015 -0.005 0.045
C -0.426851 0.552671 -3.444318 -0.170 0.131 0.068
O -0.488536 0.687862 -4.684117 0.151 -0.227 0.094
O 0.274068 -0.282607 -2.815294 -0.494 0.236 -1.232
H -2.026749 1.536300 1.223050 0.020 0.038 0.044
H -3.596151 2.281794 0.813848 -0.003 0.002 0.009
H -2.157087 3.295119 1.049312 0.012 -0.025 0.028
H -3.358148 3.646373 -1.757394 -0.008 0.028 0.057
H -1.367757 1.778163 -5.082438 0.121 -0.164 -0.063
C 2.962391 0.431365 2.170016 0.033 -0.121 0.019
C 3.211273 -0.936749 2.800362 -0.114 0.118 0.024
C 3.242025 -0.784376 4.322546 -0.010 -0.057 -0.122
C 2.145329 -1.950370 2.342738 0.179 -0.131 0.154
C 2.331449 -3.349848 2.957755 -0.193 0.215 0.057
O 2.843524 -4.141008 1.879020 0.150 -0.144 -0.085
C 2.754247 -3.381781 0.752817 -0.113 0.190 0.407
N 2.303814 -2.204110 0.899164 -0.026 0.011 -0.236
C 3.286107 -4.063631 -0.445127 0.053 -0.108 -0.215
C 4.263065 -5.038482 -0.196860 0.008 -0.020 0.099
C 4.823512 -5.769939 -1.222008 0.005 0.012 -0.024
C 4.385825 -5.561885 -2.523016 -0.037 -0.025 0.009
C 3.431971 -4.596166 -2.773779 -0.001 -0.044 -0.003
C 2.885397 -3.805230 -1.759323 0.032 0.132 0.174
P 1.637338 -2.497925 -2.241357 0.530 -1.959 -0.963
C 2.528527 -1.891631 -3.727426 0.000 0.029 0.030
C 1.860855 -1.525386 -4.892683 0.040 0.037 0.075
C 2.572256 -1.099551 -6.004654 0.004 -0.014 -0.066
C 3.952905 -0.994934 -5.954348 -0.002 0.016 -0.007
C 4.616706 -1.270170 -4.767775 0.077 0.013 0.002
C 3.911427 -1.717192 -3.664348 -0.093 -0.019 -0.038
C 0.429669 -3.753773 -2.866965 -0.105 0.130 0.013
C 0.195451 -4.146447 -4.179948 0.007 0.049 0.050
C -0.812446 -5.057467 -4.471469 -0.005 -0.059 -0.051
C -1.575768 -5.613430 -3.457784 0.003 -0.021 -0.006
C -1.310635 -5.272442 -2.137936 0.011 -0.043 0.047
C -0.322850 -4.346883 -1.850045 0.035 0.042 -0.059
H 3.778963 1.115519 2.408884 -0.001 0.019 -0.036
H 2.027926 0.851393 2.542437 -0.008 0.041 -0.033
H 2.883489 0.356632 1.085761 0.145 0.091 0.064
H 4.182600 -1.315208 2.457771 -0.002 -0.045 0.017
H 2.254957 -0.487418 4.686177 0.009 0.024 0.047
H 3.955099 -0.004634 4.594662 -0.036 0.026 0.034
H 3.543230 -1.694294 4.843407 -0.036 0.002 0.012
H 1.146594 -1.544389 2.521176 0.017 -0.008 0.099
H 1.392898 -3.783908 3.306016 0.017 -0.054 -0.089
H 3.061774 -3.378484 3.764292 -0.013 -0.008 -0.016
H 4.583050 -5.206718 0.821344 -0.033 -0.027 -0.005
H 5.589066 -6.505506 -1.010854 -0.013 -0.006 0.025
H 4.786394 -6.153758 -3.336576 0.001 0.027 -0.018
H 3.100097 -4.439145 -3.791331 0.002 0.021 -0.018
H 0.782475 -1.524056 -4.919994 -0.013 -0.048 -0.054
H 2.038777 -0.836432 -6.909521 -0.019 0.022 0.024
H 4.509546 -0.682853 -6.829608 -0.012 0.066 0.018
H 5.687571 -1.122205 -4.698498 0.000 -0.047 0.005
H 4.435778 -1.919671 -2.739771 0.035 -0.012 -0.010
H 0.794505 -3.746215 -4.985692 -0.035 0.050 -0.017
H -1.001155 -5.332299 -5.502392 0.014 0.000 0.002
H -2.369189 -6.312120 -3.692856 0.014 -0.014 0.003
H -1.878840 -5.722226 -1.332339 -0.020 0.033 0.000
H -0.127956 -4.068006 -0.818981 -0.057 -0.012 0.018
O 2.856333 1.140514 -2.756679 -0.372 -0.145 0.470
N 2.329606 0.796087 -1.716384 2.601 1.730 -1.637
O 2.683905 -0.259933 -1.116676 1.866 0.107 -0.527
O 1.451070 1.483635 -1.149243 0.663 1.840 -0.585
F 0.000864 0.418847 1.404597 -0.747 1.276 2.552
O -0.805454 -2.338991 0.827842 -0.121 -0.342 0.238
C -1.729459 -2.147611 0.004266 -0.388 -0.502 0.073
O -1.593216 -1.517333 -1.072002 -0.870 -0.522 -0.253
C -3.099150 -2.719437 0.300473 -0.069 0.122 -0.067
C -4.088454 -2.666662 -0.674847 0.037 0.005 -0.002
C -5.358078 -3.164379 -0.416999 0.061 0.010 -0.003
C -5.649305 -3.710354 0.820652 -0.065 -0.101 0.171
C -4.652626 -3.757423 1.787297 0.121 0.233 -0.583
C -3.378513 -3.270528 1.540261 0.020 -0.077 0.193
N -4.961778 -4.333114 3.091741 -0.099 -0.201 0.461
O -6.082558 -4.782920 3.269774 0.129 0.078 -0.078
O -4.088345 -4.337464 3.939494 -0.069 0.022 -0.143
H -3.836438 -2.227691 -1.631292 0.004 0.008 0.004
H -6.122730 -3.122913 -1.181065 -0.014 -0.009 0.011
H -6.629398 -4.100453 1.050465 -0.005 -0.005 0.009
H -2.605047 -3.313431 2.293339 -0.011 0.008 0.007
C -0.378911 4.038516 5.497521 -0.129 -0.085 -0.103
C -0.862656 3.226771 4.294455 0.169 0.132 0.070
C 0.061964 3.355421 3.091166 -0.131 -0.076 0.006
N -0.140735 4.644459 2.438520 0.191 0.068 0.028
C 0.440699 4.928273 1.260572 0.024 -0.238 0.096
S 1.350864 3.835529 0.423955 -0.050 0.287 -0.029
N 0.253396 6.204983 0.717144 0.005 0.024 -0.018
C -0.455325 7.323728 1.098030 0.040 0.022 0.059
O -0.184364 8.406626 0.620224 -0.011 -0.043 0.050
C -1.593154 7.179110 2.058506 -0.223 0.128 -0.012
C -1.698414 8.076655 3.115701 0.097 -0.019 0.007
C -2.787042 8.020611 3.971691 -0.024 0.015 0.023
C -3.794533 7.090967 3.755090 0.040 0.004 0.006
C -3.706024 6.213064 2.683491 -0.058 -0.040 -0.014
C -2.608975 6.253171 1.838763 0.037 0.003 -0.040
H -1.108824 4.010201 6.307411 0.031 0.040 0.029
H -0.212643 5.085442 5.231358 -0.007 0.030 0.067
H 0.562361 3.634684 5.872927 0.029 0.043 0.002
H -1.871420 3.544699 4.014209 -0.018 -0.077 -0.045
H -0.916970 2.171661 4.565491 -0.045 -0.012 -0.024
H -0.123107 2.567355 2.359930 0.041 -0.030 0.019
H 1.108728 3.260077 3.401797 0.004 -0.043 -0.042
H -0.497371 5.395240 3.006230 -0.081 0.011 -0.031
H 0.867909 6.364743 -0.069478 0.014 0.021 -0.017
H -0.922628 8.817468 3.260421 0.007 -0.001 -0.033
H -2.854594 8.714276 4.799695 -0.006 -0.009 0.004
H -4.651748 7.056487 4.414945 0.004 -0.012 0.004
H -4.495680 5.495182 2.502509 -0.001 0.003 -0.002
H -2.543036 5.571632 0.999853 0.033 0.004 0.010
```
Forces are in eV/Å.

Results
E_HOMO	-6.1212	eV
orbital gap	7.470	eV
max |F|	0.076	hartree/bohr
total charge	-1
calculated total energy	-4089.9881	Ha
LUMO level	1.349	eV
relative energy (zero: lowest compared OMol25 entry of this formula, charge and spin)	1.678	eV